46
Properties=species:S:1:pos:R:3:forces:R:3 method="wB97M-V/def2-TZVPD" total_energy_ev=-41001.9865 smiles="CCS(=O)(=O)N1CCC(C(=O)NCc2ccc3c(c2)OCO3)CC1"
C -1.440566 -2.550652 -1.467488 0.105 -0.030 0.011
C -2.924615 -2.287824 -1.372248 -0.069 0.330 0.895
H -3.509865 -3.194778 -1.495399 -0.148 -0.038 0.016
H -3.276422 -1.531988 -2.067488 -0.108 0.070 -0.090
S -3.370118 -1.700384 0.299813 -0.280 -0.011 -0.188
O -4.787025 -1.480200 0.294265 -0.030 0.149 -0.268
O -2.818359 -2.606302 1.265837 0.328 -0.057 -0.086
N -2.650077 -0.235242 0.544106 -0.428 -0.840 -0.103
C -1.302479 -0.170347 1.043421 0.580 -0.146 0.454
C -1.145019 1.112465 1.857680 -0.014 -0.101 -0.187
H -1.860503 1.096528 2.680960 0.032 -0.001 0.065
H -0.138035 1.154936 2.276712 -0.017 -0.027 0.036
C -1.442018 2.327137 0.964300 -0.236 -0.004 -0.013
C -0.397098 2.440749 -0.146723 -0.066 0.331 0.643
O -0.643413 2.331919 -1.329643 -0.117 -0.113 -0.471
N 0.849821 2.707776 0.309267 0.302 0.234 0.167
H 1.020106 2.698333 1.302233 -0.133 -0.030 -0.054
C 2.014157 2.578389 -0.550960 -0.072 -0.146 -0.107
C 2.533509 1.162871 -0.498419 -0.006 0.057 -0.136
C 1.937142 0.188496 -1.285587 0.030 0.156 -0.044
C 2.318225 -1.149187 -1.216375 0.252 -0.266 0.197
C 3.316987 -1.467673 -0.328884 0.142 0.523 0.272
C 3.921255 -0.493341 0.468050 -0.333 -0.349 -0.341
C 3.544551 0.825067 0.406197 0.153 -0.245 0.029
H 4.020221 1.567395 1.026068 0.088 0.135 0.097
O 4.876707 -1.077914 1.254437 -0.138 0.483 -0.028
C 4.861355 -2.451263 0.925579 0.749 -0.896 0.505
O 3.881087 -2.685037 -0.062687 -0.336 0.070 -0.309
H 4.627477 -3.042912 1.824850 -0.020 0.181 -0.205
H 5.850352 -2.749338 0.542286 -0.243 0.127 0.028
H 1.857969 -1.904756 -1.830208 -0.073 -0.110 -0.105
H 1.156777 0.481871 -1.970941 -0.100 0.051 -0.084
H 2.773896 3.290811 -0.224401 -0.038 -0.020 -0.081
H 1.684834 2.827289 -1.561759 0.134 0.053 0.125
C -2.856355 2.188578 0.390316 0.231 -0.111 -0.176
C -3.034150 0.848969 -0.326738 -0.442 0.419 -0.432
H -4.082855 0.690081 -0.580520 0.035 0.178 -0.078
H -2.429775 0.854076 -1.243056 -0.108 -0.026 0.085
H -3.046911 2.993830 -0.319558 -0.054 -0.009 0.020
H -3.576310 2.256778 1.206559 -0.031 0.025 0.018
H -1.385917 3.242338 1.565265 0.029 -0.062 -0.055
H -1.153084 -1.054749 1.662952 0.202 0.129 -0.017
H -0.563611 -0.172333 0.226875 -0.026 -0.056 0.060
H -1.122489 -3.109737 -0.590265 0.153 -0.077 -0.012
H -0.882408 -1.618853 -1.510966 0.113 0.073 -0.009
H -1.206948 -3.131883 -2.357698 0.006 -0.002 -0.045